No. 1
The following is a quantum chemistry calculation of the molecule C4H9NOS at a distorted geometry, from OMol25.

The geometry in ORCA input format:
```
! RIJCOSX wB97M-V def2-TZVPD def2/J DEFGRID3
* xyz 0 1
C -0.10 0.36 -1.28
C 0.92 0.83 -0.20
H 1.40 0.65 1.79
H -0.03 0.88 -2.27
S 2.09 -1.38 1.12
H -3.27 1.56 -0.12
C -1.62 0.46 -0.89
N -2.22 1.53 -0.19
C 0.87 -0.02 1.18
H 0.90 1.90 -0.11
H 1.53 -1.85 2.26
H 0.02 -0.70 -1.48
H -0.15 -0.20 1.48
O -2.38 -0.42 -1.32
H -1.67 2.20 0.27
H 1.91 0.48 -0.63
*
```

- ΔE to the lowest compared entry with this formula, charge and spin: 27.8 kcal per mole
- SMILES string: NC(=O)CCCS
- HOMO level: -9.2 eV

No. 2
The following is a quantum chemistry calculation of the molecule C3H5BrN2 at a distorted geometry, from OMol25.

The geometry in ORCA input format:
```
! RIJCOSX wB97M-V def2-TZVPD def2/J DEFGRID3
* xyz 0 3
H 1.30 1.38 -0.31
C -1.04 1.58 -0.57
Br 3.69 -0.11 0.29
H -2.10 1.31 -0.51
H -0.59 -1.12 1.28
N 1.04 0.40 -0.17
C 1.78 -0.54 0.32
C -0.95 -0.86 0.18
H -2.09 -0.79 0.14
N -0.44 0.43 -0.26
H -0.60 -1.70 -0.40
*
```

- ΔE to the lowest compared entry with this formula, charge and spin: 53.4 kcal per mole
- HOMO level (spin up / spin down): -6.4 / -9.2 eV

No. 3
The following is a quantum chemistry calculation of a 13-piece molecular cluster, C40H116N10O13 overall at a distorted geometry, from OMol25.

The geometry in ORCA input format:
```
! RIJCOSX wB97M-V def2-TZVPD def2/J DEFGRID3
* xyz 0 1
H -14.92 -14.92 8.58
H -15.78 -20.56 3.93
H -21.08 -16.48 -3.11
C -13.30 -9.61 3.07
C -15.77 -33.25 11.60
C -12.76 -13.03 10.30
C -16.33 -21.42 3.55
H -22.02 -30.32 2.71
C -22.81 -23.78 -1.93
H -15.27 -26.40 2.02
C -13.46 -11.62 1.98
H -15.28 -32.34 11.25
H -19.68 -13.77 -2.85
N -9.44 -28.61 7.15
H -12.79 -8.65 3.11
H -19.18 -17.45 -2.33
H -14.87 -22.15 -3.78
H -20.57 -15.43 -5.22
H -19.36 -16.12 -1.26
H -7.14 -20.59 -2.87
C -14.01 -11.96 -0.49
C -15.42 -33.38 7.03
H -13.34 -14.88 8.27
H -14.12 -10.88 -0.56
C -5.71 -19.74 4.90
N -19.99 -15.98 -4.61
N -14.10 -14.34 8.66
H -5.59 -20.45 5.72
H -13.06 -14.16 1.72
O -11.75 -29.54 -4.86
H -22.53 -22.37 -0.42
N -14.50 -21.51 1.94
H -25.86 -32.59 0.99
C -8.28 -17.21 3.36
H -9.10 -19.14 -2.67
H -9.99 -28.68 6.30
O -22.47 -24.39 0.39
H -14.95 -33.65 12.21
H -23.85 -30.25 1.06
H -8.81 -16.35 3.77
C -10.10 -28.83 9.58
H -7.42 -17.09 6.04
C -14.83 -25.70 1.31
H -13.39 -26.39 7.35
H -17.51 -35.75 10.76
C -21.45 -31.02 2.10
C -22.33 -23.99 1.74
H -6.45 -20.08 4.18
H -14.43 -13.93 0.81
C -21.30 -23.71 -2.31
H -20.89 -22.73 -2.57
H -21.70 -23.10 1.80
H -15.34 -35.19 8.90
H -11.02 -29.93 -4.37
H -16.29 -23.33 1.43
H -13.56 -15.10 10.40
C -20.66 -14.24 -2.89
H -16.91 -13.25 12.52
H -12.94 -12.12 2.79
H -12.86 -12.09 9.76
H -19.92 -13.05 -0.83
C -15.99 -13.48 13.06
H -9.91 -20.47 -3.54
H -13.58 -12.25 -1.45
O -14.62 -24.48 2.08
H -21.09 -24.30 -3.20
H -9.54 -16.64 -3.39
C -16.30 -34.18 10.51
O -15.96 -33.27 8.32
H -14.37 -9.42 3.13
H -15.84 -14.46 10.44
C -10.93 -26.89 8.08
H -11.39 -17.75 -2.76
H -12.14 -12.40 0.37
H -16.89 -21.90 4.35
H -15.68 -12.68 13.72
H -4.70 -19.72 4.47
O -6.09 -18.42 5.26
H -21.44 -32.04 2.48
H -10.95 -28.68 10.24
C -15.11 -13.75 10.83
H -14.19 -27.08 8.63
H -20.42 -30.66 2.07
C -7.49 -20.86 -3.86
C -13.24 -27.16 8.10
H -17.25 -33.80 10.14
H -14.53 -11.67 2.17
H -15.05 -21.63 1.11
H -10.40 -18.75 4.12
H -14.33 -33.31 7.15
H -11.85 -13.58 10.08
H -11.81 -28.64 -4.53
C -10.34 -18.45 -4.35
C -9.42 -19.50 -3.65
N -11.58 -18.23 -3.63
H -21.24 -13.84 -3.72
H -9.86 -29.89 9.65
N -13.43 -13.83 0.84
O -12.88 -10.35 1.90
H -11.30 -29.10 7.84
C -19.18 -16.36 -2.31
H -23.51 -30.90 -0.49
H -22.99 -22.20 -3.19
C -21.81 -30.87 0.60
C -10.51 -28.39 8.11
H -8.25 -19.30 3.98
H -11.02 -25.31 -2.57
H -23.38 -23.64 -3.79
H -10.89 -26.44 7.09
N -23.53 -23.03 -3.00
H -16.63 -35.38 12.02
O -23.77 -32.33 1.16
H -15.79 -34.29 6.57
H -13.00 -10.23 3.91
H -23.20 -23.55 2.23
H -8.60 -17.03 -4.79
H -7.67 -18.78 6.47
H -9.92 -18.94 5.63
H -12.66 -12.84 11.37
H -9.10 -29.56 7.16
O -11.57 -25.42 -3.35
C -15.43 -34.15 9.23
H -21.89 -29.57 -0.90
H -16.60 -32.80 12.15
N -9.76 -18.38 4.81
C -20.98 -12.95 -1.09
H -8.00 -21.82 -3.77
H -10.21 -16.29 -4.88
O -14.97 -14.05 12.24
C -23.35 -31.08 0.57
C -9.61 -17.06 -4.39
H -20.13 -16.96 -4.81
H -13.20 -28.14 7.62
H -15.76 -32.52 6.45
O -14.42 -21.94 -2.96
H -21.26 -31.62 0.03
N -16.57 -35.47 11.02
C -25.06 -32.40 1.71
O -8.36 -19.82 -4.42
C -13.84 -14.09 10.12
H -20.58 -24.24 -1.69
H -15.42 -25.54 0.41
C -23.02 -23.34 -0.50
H -21.75 -28.82 0.47
H -7.24 -16.99 3.14
H -6.55 -20.74 -4.41
H -18.20 -15.94 -2.52
C -8.33 -18.31 4.44
H -22.06 -24.87 2.31
C -15.69 -23.64 2.28
H -23.07 -24.84 -2.00
H -8.73 -17.57 2.43
H -12.18 -24.68 -3.32
H -17.08 -21.20 2.78
H -15.08 -12.14 -0.36
C -20.29 -15.74 -3.21
H -25.27 -31.50 2.30
O -21.37 -14.13 -1.71
H -10.64 -18.66 -5.38
H -12.18 -17.54 -4.05
H -14.47 -22.55 3.66
H -21.17 -12.14 -1.78
H -9.32 -28.24 10.06
H -25.06 -33.28 2.35
H -21.59 -12.84 -0.19
H -13.63 -21.97 1.69
H -16.16 -14.31 13.75
H -13.88 -26.08 0.94
C -7.44 -18.11 5.65
O -12.15 -26.64 8.74
C -15.21 -22.31 2.90
H -15.40 -12.72 10.62
H -10.20 -26.27 8.61
H -14.38 -33.88 9.34
H -16.43 -24.15 2.89
H -24.07 -23.21 -0.23
H -14.15 -21.03 -3.06
N -21.43 -29.65 -0.01
C -13.19 -12.42 0.66
*
```

- ΔE to the lowest compared entry with this formula, charge and spin: 175.0 kcal per mole
- HOMO level: -9.0 eV

No. 4
The following is a quantum chemistry calculation of C12H48HgO12 as an isolated structure at a distorted geometry, from OMol25.

The geometry in ORCA input format:
```
! RIJCOSX wB97M-V def2-TZVPD def2/J DEFGRID3
* xyz 2 1
H -16.90 -5.55 8.61
O -18.58 -10.15 15.24
H -13.91 -6.93 9.03
C -18.86 -10.56 11.09
O -16.01 -10.40 13.32
H -17.08 -8.45 17.23
H -18.29 -6.20 15.00
H -19.99 -5.41 13.51
H -13.98 -10.60 12.96
H -18.89 -5.90 12.23
H -19.49 -10.96 11.88
O -20.28 -8.71 13.52
O -16.22 -7.70 15.50
H -20.61 -8.26 11.62
O -15.85 -7.64 12.42
H -19.98 -6.56 18.16
C -14.63 -10.14 13.71
H -16.02 -11.30 12.99
C -16.14 -8.50 16.67
H -14.52 -10.63 14.68
O -14.30 -7.42 9.76
H -14.48 -9.49 10.05
H -15.80 -6.88 15.76
O -22.22 -8.63 15.48
H -15.21 -5.77 11.72
C -19.84 -6.06 17.20
H -20.30 -5.07 17.24
Hg -17.55 -8.63 13.71
H -15.40 -8.11 17.37
H -14.30 -6.48 12.90
O -18.35 -6.54 14.11
H -15.94 -7.08 9.54
H -18.99 -9.97 16.09
H -21.84 -7.51 12.76
H -13.20 -4.69 17.25
H -15.94 -9.55 16.49
H -19.45 -10.52 10.18
O -18.46 -6.16 16.84
H -20.36 -6.74 16.53
H -18.00 -11.92 14.54
H -12.90 -8.81 9.51
C -21.18 -8.35 12.54
H -13.47 -6.48 17.55
H -20.77 -8.81 14.33
O -16.85 -7.29 9.75
C -17.46 -6.01 9.42
H -19.63 -11.59 14.04
H -14.34 -9.11 13.91
H -23.40 -10.15 16.03
C -13.98 -8.80 9.38
O -14.74 -5.48 16.25
C -18.94 -5.61 13.28
C -15.35 -6.30 12.66
H -18.07 -5.80 17.64
H -21.85 -9.19 12.36
C -18.92 -11.45 14.86
C -22.33 -9.91 15.99
H -15.31 -7.96 11.69
H -17.48 -5.44 10.35
H -19.33 -11.91 15.76
H -21.76 -10.55 15.32
H -15.99 -5.77 13.37
C -13.50 -5.65 16.84
H -15.01 -4.56 16.20
H -21.81 -10.10 16.92
H -18.42 -4.65 13.24
H -12.69 -5.84 16.13
O -18.10 -9.37 11.43
H -14.22 -8.88 8.32
H -18.52 -6.20 9.24
H -17.78 -9.10 10.57
H -18.08 -11.26 10.79
H -22.73 -8.00 16.00
*
```

- HOMO level: -14.8 eV

No. 5
The following is a quantum chemistry calculation of the molecule C5H10O, from OMol25.

The geometry in ORCA input format:
```
! RIJCOSX wB97M-V def2-TZVPD def2/J DEFGRID3
* xyz 0 1
H 0.48 -1.79 -0.78
C 0.89 -0.25 1.39
H -2.24 -0.58 -1.30
O -1.34 0.15 0.46
H 0.11 -0.50 -1.96
C 0.47 1.59 -0.30
H 0.57 -1.24 1.73
H 1.95 -0.31 1.15
H 0.76 0.45 2.23
H -1.86 -1.82 -0.06
H 1.52 1.62 -0.61
C -1.53 -0.89 -0.52
H 0.33 2.33 0.49
H -0.14 1.90 -1.16
C 0.09 0.20 0.18
C -0.06 -0.85 -0.94
*
```

- ΔE to the lowest compared entry with this formula, charge and spin: 21.3 kcal per mole
- SMILES string: CC1(C)CCO1
- HOMO level: -9.5 eV

No. 6
The following is a quantum chemistry calculation of a 6-piece molecular cluster, C18H51N3O6 overall at a distorted geometry, from OMol25.

The geometry in ORCA input format:
```
! RIJCOSX wB97M-V def2-TZVPD def2/J DEFGRID3
* xyz 0 1
C 2.41 1.07 -3.95
O -1.38 -1.28 -4.40
H -2.33 0.40 -5.03
H 1.00 0.96 3.77
H -2.84 3.33 -0.56
C 3.61 2.78 0.97
H 2.47 2.83 -2.80
N -3.36 0.03 -0.13
C 4.78 2.19 1.73
H -0.89 2.82 2.53
H 5.52 1.96 0.96
O 0.47 1.79 -0.37
H 0.07 -2.77 -2.82
C 0.42 0.21 4.37
C 0.63 0.36 -0.41
H -0.40 0.00 1.48
O -1.98 2.23 0.97
C -1.32 0.02 -4.97
H 2.67 -3.36 2.87
H -0.63 -2.08 -1.36
C -2.12 -2.87 -2.72
H -3.40 -1.59 -3.86
H -0.20 -0.03 -1.06
H -1.81 -3.98 -4.42
H 1.36 2.82 -4.25
H -0.68 0.71 -4.43
H -0.63 -3.84 -1.62
H -4.64 0.56 -2.38
H -0.32 1.93 0.14
H -4.15 2.18 -2.67
H 3.57 -0.27 -3.28
H -2.53 -0.05 0.41
C -3.19 1.26 -0.84
H -1.56 4.18 1.49
C -1.77 3.22 1.97
H -4.05 2.60 0.60
C 1.78 -1.75 4.79
N -2.39 -4.00 -3.63
H 1.71 2.91 1.12
H 5.17 2.78 2.55
O 2.44 2.97 1.77
H -2.37 1.21 -1.54
H 1.74 -1.31 5.81
H -2.77 -3.06 -1.85
C -4.35 1.47 -1.86
H -5.29 1.80 -1.38
H 3.38 2.04 0.14
H 2.16 -4.91 3.58
H -4.15 0.12 0.53
O 3.18 0.51 -2.88
H 4.51 1.22 2.14
H 0.95 1.97 -2.78
H 0.71 -1.24 1.06
H 0.53 0.48 5.42
H 0.50 -3.23 6.39
H -0.63 0.28 4.28
C 0.58 -0.18 0.98
N 0.61 -3.77 5.53
C 1.71 -3.23 4.82
C -3.07 2.48 0.07
H 0.96 -3.76 2.82
C 1.89 -3.87 3.41
C 1.76 2.28 -3.43
H 3.85 3.75 0.50
H 1.67 0.36 -4.38
H 1.40 0.30 1.56
H -0.25 -3.62 4.98
H 3.07 1.30 -4.81
H 2.57 -3.49 5.46
H -2.21 -4.83 -3.12
H -2.64 3.36 2.67
O 0.67 -1.14 4.04
H -0.99 -0.06 -6.00
H 1.61 0.15 -0.92
C -2.42 -1.52 -3.40
C -0.73 -2.89 -2.13
H 2.78 -1.43 4.37
H -2.46 -0.75 -2.63
*
```

- ΔE to the lowest compared entry with this formula, charge and spin: 12.4 kcal per mole
- SMILES string: COC[C@H](C)N.COC[C@H](C)N.COC[C@H](C)N.CCO.CCO.CCO
- HOMO level: -9.1 eV

No. 7
The following is a quantum chemistry calculation of a 2-piece molecular cluster, C4H2BrF6NO overall at a distorted geometry, from OMol25.

The geometry in ORCA input format:
```
! RIJCOSX wB97M-V def2-TZVPD def2/J DEFGRID3
* xyz 0 1
F -1.99 0.08 1.62
O 1.31 -0.39 -2.23
H 1.42 -0.95 0.86
C 1.77 -0.56 -1.12
C -0.29 -0.57 0.20
H 2.74 -0.92 -1.03
F -1.26 1.43 -1.94
F 0.50 2.22 -0.85
Br -1.46 -1.68 -0.94
N 1.05 -0.71 0.05
F 0.06 0.22 2.36
C -0.78 -0.51 1.57
F -1.50 2.37 0.04
C -0.74 1.69 -0.77
F -0.82 -1.69 2.17
*
```

- ΔE to the lowest compared entry with this formula, charge and spin: 61.8 kcal per mole
- HOMO level (spin up / spin down): -9.1 / -9.4 eV

No. 8
The following is a quantum chemistry calculation of C24H17N4RuSe as an isolated structure at a distorted geometry, from OMol25.

The geometry in ORCA input format:
```
! RIJCOSX wB97M-V def2-TZVPD def2/J DEFGRID3
* xyz 0 6
C 2.38 2.74 -0.20
C 1.08 2.48 -0.62
H -3.95 3.86 2.45
C 0.64 -3.20 1.61
H 1.16 -3.97 2.15
N -0.75 -1.26 0.23
C -2.16 1.28 1.11
H -2.37 -2.62 0.16
C -2.33 1.02 3.53
C -1.35 -2.45 0.49
C -2.87 2.42 1.13
C -1.87 0.55 2.36
H 0.53 3.24 -1.16
C -3.12 2.27 3.57
H -3.08 2.96 0.22
H 0.70 -1.67 -6.05
H -1.91 2.01 -1.63
C 0.53 -0.97 0.62
C -0.67 -3.44 1.19
H -2.13 0.49 4.46
Ru -1.40 0.48 -0.77
H 0.60 -3.14 -4.10
C 1.25 -1.96 1.34
C 1.15 0.29 0.34
N 4.42 -0.37 1.94
H -0.28 -2.25 -1.87
N 0.50 1.29 -0.34
C 2.48 0.53 0.78
C -3.37 2.94 2.43
H -3.48 2.65 4.52
C -0.64 -0.31 -2.65
C 2.56 -1.69 1.75
C -0.58 0.58 -3.83
H -1.30 -0.37 2.32
H -1.15 -4.39 1.40
C 3.09 1.76 0.50
C 3.16 -0.48 1.48
H 2.85 3.69 -0.42
C 0.33 -1.30 -5.10
H 4.10 1.97 0.82
C -0.12 0.11 -4.99
N 3.34 -2.55 2.43
H -0.91 1.60 -3.74
C -0.24 -1.59 -2.74
H -0.07 0.75 -5.87
Se 4.95 -1.86 2.78
C 0.27 -2.11 -4.03
*
```

- HOMO level (spin up / spin down): -5.5 / -8.4 eV